(1)
Formula: C16H14Cl4O2Ru
Source: the Open Molecules 2025 dataset
Level of theory: the ωB97M-V functional and the def2-TZVPD basis

Structure (ORCA input):
```
! wB97M-V def2-TZVPD RIJCOSX def2/J DEFGRID3
* xyz 2 5
Ru 1.0040 -1.1966 0.5207
C -1.6129 3.2727 -0.2438
C -0.2452 3.1854 -0.8726
C 0.5717 4.4673 -0.5718
C 0.4558 1.9369 -0.3668
C 0.7470 1.7870 1.0211
C 1.4738 0.6220 1.4315
C 2.4373 0.0973 0.4473
C 3.7431 -0.5121 0.8016
C 1.8271 -0.0387 -0.8615
C 0.9331 0.9882 -1.2723
H -2.2662 3.9630 -0.6868
H -1.6013 3.5673 0.8406
H -2.0920 2.2876 -0.2923
H -0.3674 3.0453 -1.9696
H 0.3085 4.9104 0.3944
H 0.2575 5.2870 -1.2349
H 1.6469 4.3845 -0.6710
H 0.3801 2.5488 1.7467
H 1.6527 0.4650 2.5520
H 3.8549 -1.4614 0.1913
H 3.6817 -0.7594 1.8443
H 4.6034 0.1159 0.5961
H 2.4370 -0.5427 -1.6574
H 0.6718 0.9630 -2.3294
Cl -3.1947 -6.4329 -0.2311
C -2.4695 -4.8903 -0.1432
C -3.3916 -3.7963 -0.1050
Cl -5.1187 -4.0003 0.0476
C -2.8952 -2.4868 -0.1127
Cl -3.8336 -1.0694 -0.1858
C -1.5253 -2.2759 0.1036
O -0.9771 -1.0697 0.2734
C -0.5767 -3.4555 0.2581
O 0.5868 -3.1891 0.6916
C -1.1096 -4.7262 0.0312
Cl 0.0030 -5.9916 0.0146
*
```

- HOMO-LUMO gap (alpha / beta) (eV) = 5.23 / 4.10
- LUMO level (alpha / beta) (eV) = -9.63 / -10.84
- ⟨S²⟩ = 6.061

How positive or negative is each atom? The Löwdin charges in e answer that: atom 1 (Ru): 1.55, atom 2 (C): -0.04, atom 3 (C): -0.35, atom 4 (C): -0.02, atom 5 (C): -0.11, atom 6 (C): 0.09, atom 7 (C): -0.14, atom 8 (C): -0.44, atom 9 (C): 0.02, atom 10 (C): -0.20, atom 11 (C): 0.06, atom 12 (H): 0.08, atom 13 (H): 0.11, atom 14 (H): 0.09, atom 15 (H): 0.15, atom 16 (H): 0.09, atom 17 (H): 0.11, atom 18 (H): 0.09, atom 19 (H): 0.16, atom 20 (H): 0.17, atom 21 (H): 0.13, atom 22 (H): 0.09, atom 23 (H): 0.13, atom 24 (H): 0.17, atom 25 (H): 0.16, atom 26 (Cl): 0.82, atom 27 (C): -0.64, atom 28 (C): -0.60, atom 29 (Cl): 0.79, atom 30 (C): -0.63, atom 31 (Cl): 0.80, atom 32 (C): -0.28, atom 33 (O): -0.18, atom 34 (C): -0.34, atom 35 (O): -0.10, atom 36 (C): -0.64, atom 37 (Cl): 0.84

(2)
Formula: C4H7IrO
Source: the Open Molecules 2025 dataset
Level of theory: the ωB97M-V functional and the def2-TZVPD basis

Structure (ORCA input):
```
! wB97M-V def2-TZVPD RIJCOSX def2/J DEFGRID3
* xyz 1 6
H 0.2459 -0.8756 1.7453
C 1.4450 0.9442 1.6724
C 0.1460 0.1524 1.3675
C -0.6776 0.9270 2.3146
O -1.6190 1.6897 1.9874
Ir -2.5261 2.3024 0.5125
H 2.2820 0.3279 1.3113
H 1.4146 1.8828 1.0870
H -0.2074 0.2681 0.3350
H -0.4256 0.9081 3.4926
C 1.5893 1.0600 3.3114
H 2.6127 0.7020 3.5358
H 1.3830 2.1100 3.6033
*
```

- HOMO-LUMO gap (alpha / beta) (eV) = 7.58 / 7.83
- LUMO level (alpha / beta) (eV) = -4.81 / -7.12
- ⟨S²⟩ = 8.758

How positive or negative is each atom? The Löwdin charges in e answer that: atom 1 (H): 0.15, atom 2 (C): -0.19, atom 3 (C): -0.15, atom 4 (C): -0.21, atom 5 (O): -0.36, atom 6 (Ir): 1.02, atom 7 (H): 0.12, atom 8 (H): 0.12, atom 9 (H): 0.12, atom 10 (H): 0.19, atom 11 (C): 0.05, atom 12 (H): 0.07, atom 13 (H): 0.07

(3)
Formula: C26H84N24O14
Source: the Open Molecules 2025 dataset
Level of theory: the ωB97M-V functional and the def2-TZVPD basis

Structure (ORCA input):
```
! wB97M-V def2-TZVPD RIJCOSX def2/J DEFGRID3
* xyz 0 1
C 6.5859 3.2665 -3.2440
O 6.8613 3.0531 -4.4024
N 7.5671 3.2777 -2.2012
N 5.3261 3.6196 -2.8754
H 8.3905 3.7865 -2.5992
H 7.3372 3.7116 -1.3209
H 4.5290 3.6190 -3.5199
H 5.2760 3.6623 -1.8768
C 1.4851 2.8957 3.1585
O 0.8097 3.3401 4.1074
N 1.6698 1.5481 2.8826
N 2.2673 3.6896 2.2812
H 2.3314 1.3156 2.1610
H 1.2398 0.8674 3.4360
H 1.8156 4.6168 2.1814
H 2.3230 3.2944 1.3246
C 2.6987 0.6888 -5.8700
O 3.0711 1.1866 -4.8622
N 2.4532 1.4185 -7.0210
N 2.4679 -0.6580 -5.8794
H 1.8825 1.1324 -7.8345
H 3.0534 2.2224 -7.1778
H 2.7003 -1.0558 -5.1436
H 2.3141 -1.1010 -6.7348
C -2.4021 -1.1047 -3.8818
O -2.9869 -1.1199 -2.7901
N -1.2731 -1.8751 -4.0068
N -2.8512 -0.3702 -4.8986
H -0.5406 -1.7155 -4.7142
H -0.8286 -2.1664 -3.1196
H -3.8514 -0.1707 -4.9559
H -2.3308 -0.2934 -5.7465
C -4.2317 -0.4498 2.7638
O -5.3170 0.0550 2.9173
N -3.2394 -0.6408 3.7967
N -3.6335 -0.6497 1.5511
H -2.5295 -1.3223 3.5937
H -3.7164 -0.9228 4.6828
H -2.6995 -0.9789 1.5097
H -4.1227 -0.3276 0.7394
C 3.8782 -1.6477 2.8669
O 5.0870 -1.3222 2.8042
N 3.2225 -2.2475 3.9436
N 3.0953 -1.3552 1.8142
H 3.6997 -2.6654 4.7101
H 2.3737 -2.7539 3.5896
H 3.5367 -0.9278 1.0146
H 2.1992 -1.7355 1.6347
C 6.3711 -0.8291 -3.3255
O 5.9815 -1.9213 -2.8324
N 7.5597 -0.3000 -2.8721
N 5.6471 -0.2366 -4.2935
H 7.9292 -0.9733 -2.1402
H 7.9515 0.5733 -3.1452
H 5.8747 0.7370 -4.4869
H 4.6674 -0.3111 -4.1700
C -0.3217 -1.3606 5.5896
O -0.9928 -2.2711 5.1351
N -0.1898 -0.0901 4.9951
N 0.6465 -1.6536 6.6170
H -0.0951 0.5011 5.7852
H -0.9620 0.1603 4.4620
H 1.4468 -1.1482 6.9647
H 0.5184 -2.5311 6.9886
C 2.6026 -2.3810 -2.1249
O 1.3868 -2.5549 -2.1831
N 3.5361 -3.1614 -2.7769
N 3.1241 -1.3585 -1.3419
H 3.1726 -3.8881 -3.4125
H 4.4976 -2.8518 -3.0301
H 3.9668 -0.9032 -1.6755
H 2.4665 -0.5489 -1.1964
C 5.4590 1.5389 0.7621
O 5.3911 2.3535 -0.1472
N 5.0534 1.8489 1.9820
N 5.8964 0.3148 0.5538
H 5.2368 1.3774 2.8025
H 4.6674 2.7872 2.0331
H 5.8879 0.0137 -0.4177
H 5.8055 -0.4090 1.2177
C 1.5475 -4.4817 1.0100
C 0.2950 -3.6363 1.0713
C -1.0181 -4.4191 1.0360
O -1.0552 -5.1690 -0.1499
C -1.3071 -4.3734 -1.2734
N 0.4041 -2.7807 2.2992
H 1.3807 -5.3116 0.3109
H 1.9309 -4.8717 1.9606
H 2.3366 -3.8445 0.6267
H 0.3604 -3.0006 0.1842
H -1.9141 -3.7740 1.1559
H -1.0830 -5.1946 1.7790
H -1.4548 -5.0499 -2.1263
H -0.4679 -3.7409 -1.5099
H -2.1793 -3.7855 -1.0534
H -0.3500 -2.0902 2.1398
H 0.1411 -3.2826 3.1326
C -2.1204 0.9128 -0.6973
C -0.6694 0.4286 -0.3802
C 0.2207 1.5446 -1.0162
O 1.5915 1.3306 -0.6158
C 2.4581 2.0697 -1.5481
N -0.5616 0.1328 1.0333
H -2.4569 1.4564 0.1877
H -2.8503 0.1679 -0.7727
H -2.1524 1.6401 -1.4940
H -0.6050 -0.5447 -0.9626
H -0.0387 2.5238 -0.6516
H 0.0855 1.4884 -2.0933
H 2.0672 3.0646 -1.6650
H 2.4261 1.5025 -2.4998
H 3.4527 2.1113 -1.1071
H -0.7791 0.9254 1.5881
H 0.4395 -0.1187 1.1834
C -7.7669 -0.7200 -1.9231
C -6.7899 -0.4745 -0.7027
C -6.7592 -1.7223 0.1623
O -8.1126 -2.1490 0.3398
C -8.5305 -2.1038 1.7331
N -5.4137 -0.1120 -1.0703
H -7.4953 0.0467 -2.6053
H -8.8130 -0.6612 -1.6968
H -7.5050 -1.7068 -2.2458
H -7.0944 0.3685 -0.0903
H -6.2931 -1.3747 1.0952
H -6.1802 -2.4633 -0.2983
H -9.6060 -2.4421 1.7487
H -8.4424 -1.0404 2.0389
H -7.8275 -2.6786 2.3501
H -5.3453 0.8586 -1.3111
H -5.0169 -0.6236 -1.8460
C -1.8976 4.5598 1.7694
C -2.7776 3.7439 2.6590
C -4.0931 3.2095 2.1150
O -5.0471 4.2413 1.9871
C -6.3393 3.8414 1.4129
N -2.0327 2.5285 3.0636
H -0.9404 4.8448 2.3048
H -2.3129 5.5126 1.4886
H -1.5103 3.9878 0.9346
H -2.9927 4.3526 3.5359
H -4.5510 2.5102 2.7763
H -3.9958 2.7460 1.1876
H -6.9229 3.0822 2.0141
H -6.1912 3.3210 0.4172
H -6.8894 4.7908 1.2556
H -2.6487 2.0376 3.7535
H -1.1172 2.6451 3.4587
*
```

- HOMO-LUMO gap (eV) = 8.73
- LUMO level (eV) = -0.05

Atomic partial charges in e from the Löwdin method, atoms 1 to 99: atom 1 (C): -0.68, atom 2 (O): 0.01, atom 3 (N): 0.12, atom 4 (N): 0.17, atom 5 (H): 0.11, atom 6 (H): 0.07, atom 7 (H): 0.12, atom 8 (H): 0.05, atom 9 (C): -0.60, atom 10 (O): -0.01, atom 11 (N): 0.18, atom 12 (N): 0.12, atom 13 (H): 0.06, atom 14 (H): 0.04, atom 15 (H): 0.11, atom 16 (H): 0.09, atom 17 (C): -0.66, atom 18 (O): 0.05, atom 19 (N): 0.15, atom 20 (N): 0.23, atom 21 (H): 0.11, atom 22 (H): 0.11, atom 23 (H): -0.02, atom 24 (H): 0.09, atom 25 (C): -0.67, atom 26 (O): -0.01, atom 27 (N): 0.16, atom 28 (N): 0.16, atom 29 (H): 0.10, atom 30 (H): 0.07, atom 31 (H): 0.12, atom 32 (H): 0.09, atom 33 (C): -0.64, atom 34 (O): 0.03, atom 35 (N): 0.12, atom 36 (N): 0.18, atom 37 (H): 0.04, atom 38 (H): 0.11, atom 39 (H): 0.05, atom 40 (H): 0.05, atom 41 (C): -0.62, atom 42 (O): -0.04, atom 43 (N): 0.16, atom 44 (N): 0.18, atom 45 (H): 0.09, atom 46 (H): 0.08, atom 47 (H): 0.07, atom 48 (H): 0.03, atom 49 (C): -0.63, atom 50 (O): -0.05, atom 51 (N): 0.17, atom 52 (N): 0.19, atom 53 (H): 0.15, atom 54 (H): 0.08, atom 55 (H): 0.09, atom 56 (H): 0.05, atom 57 (C): -0.57, atom 58 (O): 0.02, atom 59 (N): 0.17, atom 60 (N): 0.15, atom 61 (H): 0.09, atom 62 (H): 0.03, atom 63 (H): 0.09, atom 64 (H): 0.05, atom 65 (C): -0.64, atom 66 (O): -0.01, atom 67 (N): 0.15, atom 68 (N): 0.16, atom 69 (H): 0.11, atom 70 (H): 0.05, atom 71 (H): 0.07, atom 72 (H): 0.09, atom 73 (C): -0.72, atom 74 (O): -0.03, atom 75 (N): 0.20, atom 76 (N): 0.20, atom 77 (H): 0.08, atom 78 (H): 0.10, atom 79 (H): 0.10, atom 80 (H): 0.05, atom 81 (C): -0.05, atom 82 (C): -0.40, atom 83 (C): -0.20, atom 84 (O): -0.19, atom 85 (C): -0.10, atom 86 (N): 0.04, atom 87 (H): 0.09, atom 88 (H): 0.08, atom 89 (H): 0.06, atom 90 (H): 0.11, atom 91 (H): 0.13, atom 92 (H): 0.13, atom 93 (H): 0.10, atom 94 (H): 0.04, atom 95 (H): 0.08, atom 96 (H): 0.05, atom 97 (H): 0.06, atom 98 (C): -0.07, atom 99 (C): -0.37

(4)
Formula: C21H26N6O
Source: the Open Molecules 2025 dataset
Level of theory: the ωB97M-V functional and the def2-TZVPD basis

Structure (ORCA input):
```
! wB97M-V def2-TZVPD RIJCOSX def2/J DEFGRID3
* xyz 0 1
C -1.5055 3.8342 -0.3725
H -1.8129 3.0926 -1.1050
H -2.2534 3.8768 0.4148
H -1.4724 4.8086 -0.8533
C -0.1236 3.4917 0.1784
N 0.0047 2.0751 0.4961
C -0.8087 1.6978 1.6397
C -0.9022 0.1894 1.8253
O -0.9528 -0.3370 2.9145
N -0.9686 -0.4753 0.6407
C -1.0967 -1.8374 0.5033
C -1.3132 -2.8339 1.4188
C -1.3757 -4.0260 0.6532
N -1.2116 -3.7768 -0.6228
N -1.0370 -2.4425 -0.7368
C -0.8090 -1.8623 -1.9622
N -0.5970 -0.5465 -1.9897
C -0.3487 0.0088 -3.1712
C -0.3282 -0.7577 -4.3286
C -0.5762 -2.1236 -4.1988
N -0.8103 -2.6656 -3.0143
C -0.5865 -3.0406 -5.3758
H 0.3775 -3.0133 -5.8811
H -0.7934 -4.0520 -5.0408
H -1.3492 -2.7285 -6.0873
H -0.1274 -0.3128 -5.2898
C -0.0990 1.4809 -3.1791
H -0.9358 1.9956 -3.6498
H 0.7982 1.7082 -3.7510
H 0.0108 1.8357 -2.1588
C -1.5959 -5.4036 1.1608
H -2.5536 -5.4655 1.6753
H -1.5864 -6.1016 0.3293
H -0.8140 -5.6721 1.8694
H -1.4099 -2.7216 2.4773
H -0.8300 0.0329 -0.2381
H -1.8302 2.0459 1.4643
H -0.4604 2.1423 2.5853
C 1.4028 1.6591 0.6505
C 2.1316 2.3111 1.7999
C 2.8167 3.5071 1.6221
C 3.4376 4.1307 2.6899
C 3.3794 3.5660 3.9525
C 2.7070 2.3704 4.1387
C 2.0888 1.7454 3.0697
H 1.5730 0.8084 3.2232
H 2.6632 1.9205 5.1196
H 3.8616 4.0537 4.7869
H 3.9684 5.0590 2.5354
H 2.8731 3.9509 0.6377
H 1.4068 0.5747 0.7864
H 1.9121 1.8862 -0.2908
H 0.6216 3.7155 -0.5899
H 0.0926 4.1300 1.0506
*
```

- HOMO-LUMO gap (eV) = 8.92
- LUMO level (eV) = 0.62
- structure (SMILES) = CCN(CC(=O)Nc1cc(C)nn1-c1nc(C)cc(C)n1)Cc1ccccc1

How positive or negative is each atom? The Löwdin charges in e answer that: atom 1 (C): -0.08, atom 2 (H): 0.07, atom 3 (H): 0.07, atom 4 (H): 0.07, atom 5 (C): -0.26, atom 6 (N): -0.17, atom 7 (C): -0.10, atom 8 (C): -0.46, atom 9 (O): 0.08, atom 10 (N): 0.16, atom 11 (C): -0.19, atom 12 (C): 0.05, atom 13 (C): -0.34, atom 14 (N): 0.13, atom 15 (N): -0.01, atom 16 (C): -0.28, atom 17 (N): 0.16, atom 18 (C): -0.30, atom 19 (C): 0.02, atom 20 (C): -0.31, atom 21 (N): 0.19, atom 22 (C): -0.03, atom 23 (H): 0.08, atom 24 (H): 0.08, atom 25 (H): 0.08, atom 26 (H): 0.12, atom 27 (C): -0.02, atom 28 (H): 0.09, atom 29 (H): 0.09, atom 30 (H): 0.05, atom 31 (C): -0.03, atom 32 (H): 0.08, atom 33 (H): 0.08, atom 34 (H): 0.08, atom 35 (H): 0.10, atom 36 (H): 0.10, atom 37 (H): 0.13, atom 38 (H): 0.13, atom 39 (C): -0.14, atom 40 (C): -0.21, atom 41 (C): -0.05, atom 42 (C): -0.08, atom 43 (C): -0.09, atom 44 (C): -0.07, atom 45 (C): -0.04, atom 46 (H): 0.11, atom 47 (H): 0.10, atom 48 (H): 0.10, atom 49 (H): 0.10, atom 50 (H): 0.11, atom 51 (H): 0.12, atom 52 (H): 0.12, atom 53 (H): 0.11, atom 54 (H): 0.12

(5)
Formula: C25H22BrN8O4ReS2
Source: the Open Molecules 2025 dataset
Level of theory: the ωB97M-V functional and the def2-TZVPD basis

Structure (ORCA input):
```
! wB97M-V def2-TZVPD RIJCOSX def2/J DEFGRID3
* xyz 1 4
Re 0.6905 0.0497 -0.1409
C -1.9423 3.3855 0.7241
C -0.9586 2.4050 0.2018
N -0.6129 1.3216 0.8234
N -1.1780 1.0754 2.0511
C -0.6884 0.0131 2.6337
N -1.2162 -0.3301 3.8162
S 0.6032 -0.9962 2.0199
C -0.3305 2.6087 -1.1166
C -0.5026 3.7502 -1.8644
C 0.1321 3.8485 -3.0958
C 0.9193 2.8045 -3.5446
C 1.0575 1.6848 -2.7464
N 0.4425 1.5950 -1.5605
H -2.3418 3.0526 1.6744
H -1.4750 4.3644 0.8526
H -2.7499 3.4919 -0.0045
H -1.9446 0.2370 4.2149
H -0.8582 -1.1145 4.3296
H -1.1319 4.5470 -1.4964
H 0.0063 4.7379 -3.6985
H 1.4196 2.8425 -4.5014
H 1.6490 0.8313 -3.0452
N -5.8299 -1.0408 3.5177
C -5.0630 -0.9567 2.3817
C -4.8664 0.2732 1.7450
C -4.0601 0.3610 0.6280
C -3.4386 -0.7766 0.1264
C -3.6449 -2.0132 0.7354
C -4.4411 -2.0975 1.8562
S -2.4379 -0.6330 -1.2951
O -2.8711 -1.5255 -2.3160
O -2.3115 0.7731 -1.5880
N -0.9044 -1.0944 -0.8078
C -0.4824 -2.4312 -0.8260
N -1.2868 -3.4636 -1.0057
C -0.6882 -4.6538 -1.0240
C 0.6766 -4.8260 -0.8492
C 1.4109 -3.6813 -0.6147
N 0.8298 -2.4869 -0.6018
H -6.4422 -0.2789 3.7479
H -6.1219 -1.9465 3.8380
H -5.3565 1.1597 2.1307
H -3.9139 1.3107 0.1338
H -3.1945 -2.9040 0.3167
H -4.6021 -3.0583 2.3311
H -1.3400 -5.5062 -1.1786
H 1.1381 -5.8013 -0.8750
H 2.4795 -3.7060 -0.4335
Br 7.6506 2.0015 1.7844
C 6.7281 1.0440 0.4481
C 7.4415 0.4068 -0.5569
C 6.7632 -0.3049 -1.5397
C 5.3808 -0.3825 -1.5162
C 4.6832 0.2689 -0.5046
C 5.3483 0.9868 0.4850
C 3.2195 0.2042 -0.4619
O 2.5322 -0.5320 -1.2336
O 2.5534 0.8954 0.3879
H 8.5212 0.4660 -0.5682
H 7.3219 -0.8008 -2.3216
H 4.8390 -0.9402 -2.2682
H 4.7908 1.4851 1.2653
*
```

- HOMO-LUMO gap (alpha / beta) (eV) = 6.86 / 5.96
- LUMO level (alpha / beta) (eV) = -3.58 / -4.54
- ⟨S²⟩ = 3.778

How positive or negative is each atom? The Löwdin charges in e answer that: atom 1 (Re): 1.57, atom 2 (C): 0.00, atom 3 (C): -0.24, atom 4 (N): -0.13, atom 5 (N): 0.03, atom 6 (C): -0.80, atom 7 (N): 0.11, atom 8 (S): 0.71, atom 9 (C): -0.22, atom 10 (C): 0.03, atom 11 (C): 0.00, atom 12 (C): -0.01, atom 13 (C): -0.06, atom 14 (N): -0.04, atom 15 (H): 0.08, atom 16 (H): 0.10, atom 17 (H): 0.10, atom 18 (H): 0.12, atom 19 (H): 0.10, atom 20 (H): 0.13, atom 21 (H): 0.13, atom 22 (H): 0.12, atom 23 (H): 0.12, atom 24 (N): 0.12, atom 25 (C): -0.32, atom 26 (C): -0.02, atom 27 (C): -0.07, atom 28 (C): -0.30, atom 29 (C): -0.05, atom 30 (C): -0.02, atom 31 (S): 0.64, atom 32 (O): -0.25, atom 33 (O): -0.31, atom 34 (N): -0.25, atom 35 (C): -0.48, atom 36 (N): 0.14, atom 37 (C): -0.08, atom 38 (C): -0.03, atom 39 (C): -0.09, atom 40 (N): 0.01, atom 41 (H): 0.10, atom 42 (H): 0.10, atom 43 (H): 0.11, atom 44 (H): 0.10, atom 45 (H): 0.10, atom 46 (H): 0.12, atom 47 (H): 0.12, atom 48 (H): 0.11, atom 49 (H): 0.13, atom 50 (Br): 0.78, atom 51 (C): -0.67, atom 52 (C): -0.10, atom 53 (C): -0.05, atom 54 (C): 0.00, atom 55 (C): -0.14, atom 56 (C): -0.05, atom 57 (C): -0.56, atom 58 (O): -0.11, atom 59 (O): -0.14, atom 60 (H): 0.11, atom 61 (H): 0.11, atom 62 (H): 0.12, atom 63 (H): 0.12

Calculated maximum force in order - 6.71, 6.43, 10.24, 1.19, 0.86 eV Å⁻¹